The following is a quantum chemistry calculation of C42H38N3OP2Se2Zn as an isolated structure, from OMol25.

XYZ file:
```
89
C42H38N3OP2Se2Zn | OMol25 | the ωB97M-V functional and the def2-TZVPD basis
Zn -3.386 0.535 -0.026
C -5.198 2.210 0.378
C -5.923 1.314 -0.415
C -6.244 0.051 0.077
C -5.835 -0.326 1.352
C -5.093 0.550 2.136
C -4.780 1.823 1.655
H -4.960 3.197 0.004
H -6.236 1.609 -1.407
H -6.808 -0.638 -0.538
H -6.072 -1.313 1.726
H -4.742 0.250 3.113
H -4.198 2.500 2.265
Se 1.981 -2.044 0.810
P 2.045 0.020 1.237
C 2.986 1.028 0.066
C 4.028 0.448 -0.650
C 4.813 1.232 -1.482
C 4.553 2.589 -1.615
C 3.504 3.169 -0.914
C 2.728 2.391 -0.069
C 2.695 0.401 2.883
C 2.661 -0.582 3.865
C 3.122 -0.302 5.142
C 3.619 0.957 5.441
C 3.660 1.940 4.462
C 3.200 1.665 3.185
C 0.371 0.716 1.253
C -0.571 1.023 0.276
N -1.748 1.167 0.937
N -1.547 0.962 2.228
N -0.285 0.699 2.438
P -0.604 1.427 -1.463
Se -2.564 0.909 -2.305
C -0.382 3.205 -1.620
C -0.417 3.783 -2.889
C -0.276 5.153 -3.025
C -0.122 5.952 -1.898
C -0.120 5.382 -0.634
C -0.253 4.008 -0.491
C 0.679 0.543 -2.341
C 0.684 -0.845 -2.225
C 1.615 -1.590 -2.927
C 2.527 -0.953 -3.755
C 2.531 0.432 -3.861
C 1.613 1.187 -3.150
H 4.212 -0.616 -0.551
H 5.630 0.781 -2.031
H 5.169 3.196 -2.266
H 3.293 4.227 -1.016
H 1.924 2.849 0.492
H 2.280 -1.565 3.618
H 3.095 -1.070 5.903
H 3.982 1.173 6.438
H 4.058 2.920 4.691
H 3.252 2.435 2.427
H -0.565 3.167 -3.768
H -0.296 5.600 -4.010
H -0.017 7.023 -2.007
H -0.019 6.005 0.245
H -0.263 3.568 0.499
H -0.012 -1.344 -1.562
H 1.636 -2.666 -2.809
H 3.251 -1.536 -4.309
H 3.258 0.927 -4.490
H 1.640 2.266 -3.213
C 1.023 -6.533 0.583
C 0.050 -5.424 0.317
C -0.343 -5.113 -0.984
C -1.220 -4.079 -1.245
C -1.618 -3.815 -2.677
C -1.718 -3.318 -0.155
C -2.534 -2.189 -0.475
O -3.073 -1.419 0.342
C -1.331 -3.624 1.176
C -1.779 -2.829 2.364
C -0.462 -4.681 1.374
H 1.327 -7.031 -0.335
H 0.584 -7.275 1.251
H 1.914 -6.140 1.075
H 0.046 -5.699 -1.808
H -1.135 -4.538 -3.331
H -1.323 -2.819 -3.015
H -2.695 -3.910 -2.822
H -2.662 -1.966 -1.539
H -2.865 -2.779 2.434
H -1.414 -1.802 2.299
H -1.384 -3.272 3.276
H -0.148 -4.915 2.384
```

Output
Frontier orbital gap: 0.263 Ha
Net charge: +1
DFT total energy: -248374.339 eV
LUMO: -2.966 eV